No. 1
Density functional theory data (wB97M-V/def2-TZVPD) for a 2-piece molecular cluster, C4H12O2S overall.

The geometry in XYZ format:
```
19
Properties=species:S:1:pos:R:3:lowdin_charge:R:1
O 1.260 -1.261 -1.704 -0.076
C 1.495 -0.096 -0.935 -0.300
C 1.068 -0.084 0.501 -0.192
C -0.487 0.097 0.694 -0.265
C -0.762 -0.100 2.166 -0.533
S -2.424 0.673 2.619 0.654
H 1.816 -2.028 -1.491 0.093
H 2.570 0.133 -1.028 0.117
H 1.041 0.698 -1.531 0.098
H 1.617 0.558 1.184 0.110
H 1.281 -1.114 0.837 0.118
H -0.862 -0.655 0.005 0.113
H -0.765 1.107 0.410 0.097
H -0.946 -1.094 2.573 0.058
H -0.025 0.336 2.836 0.063
H -3.081 -0.461 2.379 -0.167
O -1.113 1.319 -2.879 -0.038
H -1.400 0.523 -3.329 0.039
H -0.285 1.450 -3.306 0.012
```

Its HOMO-LUMO gap is 9.612 eV. The calculation puts the HOMO energy at -8.871 eV. Its SMILES is OCCCCS.O. For the total energy, the calculation gives -708.23247 hartree. The calculation puts the energy relative to the best compared isomer or geometry (same formula, charge and spin) at 0.719 eV.


No. 2
Density functional theory data (wB97M-V/def2-TZVPD) for a 3-piece molecular cluster, C4H12O3 overall.

The geometry in XYZ format:
```
19
Properties=species:S:1:pos:R:3:lowdin_spin:R:1
C -0.426 -1.710 -1.674 0.025
C 1.877 -0.052 0.880 0.034
O 1.334 1.307 0.910 0.070
C 0.915 -1.017 0.259 0.030
C 0.644 -0.878 -1.043 0.025
H -0.461 -1.302 -2.828 0.002
H -0.193 -2.713 -1.728 0.001
H -1.408 -1.621 -1.163 0.024
H 2.649 0.077 0.151 0.002
H 1.860 -0.429 1.988 0.018
H 0.445 1.501 1.235 0.027
H 0.115 -1.350 0.889 0.038
H 1.139 -0.117 -1.681 0.003
H -1.582 1.734 2.880 0.108
H -2.359 1.053 1.905 0.118
O -1.617 1.566 1.955 0.356
H -1.672 1.754 -1.269 0.025
H -0.467 0.923 -0.372 0.015
O -0.793 1.273 -1.292 0.081
```

Its HOMO-LUMO gap (alpha / beta) is 3.136 / 9.741 eV. The calculation puts the HOMO energy (alpha / beta) at 0.652 / -6.054 eV. Its charge is -1. As for the multiplicity: 2. As for the expectation value of S²: 0.75. For the total energy, the calculation gives -385.19323 hartree. The calculation puts the energy relative to the best compared isomer or geometry (same formula, charge and spin) at 2.859 eV.


No. 3
Density functional theory data (wB97M-V/def2-TZVPD) for a 2-piece molecular cluster, C4H12O3 overall.

The geometry in XYZ format:
```
19
Properties=species:S:1:pos:R:3:lowdin_charge:R:1
C -0.731 -0.182 -0.267 -0.058
C 0.408 0.180 0.634 -0.450
O 0.012 0.927 1.796 -0.028
C 1.268 -1.036 1.039 -0.126
C 1.816 -1.737 -0.229 -0.268
O 2.194 -0.940 -1.336 -0.065
H -1.417 0.684 -0.385 0.080
H -0.618 -0.464 -1.307 0.084
H -1.477 -0.792 0.267 0.090
H 1.105 0.832 0.081 0.139
H 0.622 1.634 1.848 0.063
H 0.632 -1.801 1.484 0.120
H 2.085 -0.630 1.631 0.113
H 1.046 -2.418 -0.591 0.110
H 2.665 -2.335 0.117 0.114
H 3.144 -0.939 -1.459 0.084
O -4.163 3.366 -1.233 -0.060
H -3.930 2.948 -0.388 0.038
H -4.662 2.703 -1.701 0.020
```

Its HOMO-LUMO gap is 10.706 eV. The calculation puts the HOMO energy at -9.999 eV. Its SMILES is C[C@@H](O)CCO.O. For the total energy, the calculation gives -385.28311 hartree. The calculation puts the energy relative to the best compared isomer or geometry (same formula, charge and spin) at 1.051 eV.


No. 4
Density functional theory data (wB97M-V/def2-TZVPD) for a 4-piece molecular cluster, C4H12O3 overall.

The geometry in XYZ format:
```
19
Properties=species:S:1:pos:R:3:lowdin_charge:R:1
C 2.040 -1.201 -1.254 0.037
C 1.387 -0.321 -0.481 -0.241
C 1.765 0.503 0.637 -0.166
C 0.821 1.161 1.351 0.032
H 3.091 -1.290 -1.022 0.054
H 1.550 -1.816 -1.947 0.039
H 0.349 -0.175 -0.748 0.043
H 2.666 0.127 1.143 0.111
H 1.014 1.669 2.270 0.058
H -0.228 1.094 1.055 0.033
O -2.240 0.519 2.342 -0.060
H -1.541 1.047 1.964 -0.027
H -2.491 -0.310 1.909 0.030
O -2.069 -1.706 -0.260 -0.045
H -1.230 -2.069 -0.541 0.030
H -2.582 -1.262 -0.940 0.039
O -0.668 1.006 -2.033 -0.064
H -1.535 1.311 -1.739 0.048
H -0.098 1.714 -1.706 0.048
```

Its HOMO-LUMO gap is 9.476 eV. The calculation puts the HOMO energy at -9.040 eV. Its SMILES is C=CC=C.O.O.O. For the total energy, the calculation gives -385.23600 hartree. The calculation puts the energy relative to the best compared isomer or geometry (same formula, charge and spin) at 2.333 eV.


No. 5
Density functional theory data (wB97M-V/def2-TZVPD) for a 3-piece molecular cluster, C4H12O3 overall.

The geometry in XYZ format:
```
19
Properties=species:S:1:pos:R:3:lowdin_charge:R:1
C -0.202 -0.475 -0.760 -0.081
C -0.666 -0.757 0.669 -0.384
C 0.462 -1.244 1.573 -0.061
C -1.807 -1.741 0.537 -0.266
O -1.881 -2.873 0.929 0.065
H -1.013 -0.039 -1.343 0.070
H 0.197 -1.355 -1.279 0.095
H 0.672 0.187 -0.753 0.053
H -1.147 0.138 1.078 0.137
H 0.914 -0.389 2.076 0.071
H 1.292 -1.578 0.951 0.075
H 0.249 -2.055 2.263 0.077
H -2.684 -1.286 0.017 0.127
O 2.227 2.007 -0.253 -0.053
H 2.998 1.882 -0.816 0.050
H 2.419 2.070 0.693 0.051
O -0.641 2.584 -2.192 -0.058
H -1.498 2.536 -1.762 0.034
H 0.108 2.389 -1.628 -0.001
```

Its HOMO-LUMO gap is 10.039 eV. The calculation puts the HOMO energy at -9.651 eV. Its SMILES is CC(C)C=O.O.O. For the total energy, the calculation gives -385.29880 hartree. The calculation puts the energy relative to the best compared isomer or geometry (same formula, charge and spin) at 0.625 eV.


No. 6
Density functional theory data (wB97M-V/def2-TZVPD) for a 3-piece molecular cluster, C4H12O3 overall.

The geometry in XYZ format:
```
19
Properties=species:S:1:pos:R:3:lowdin_charge:R:1
C -0.914 1.642 1.728 -0.096
C -1.184 1.526 0.254 -0.116
C -0.776 0.609 -0.623 -0.382
C -1.047 0.742 -2.100 -0.041
O -0.206 -0.603 -0.254 -0.006
H -1.108 2.711 1.987 0.074
H 0.139 1.572 2.008 0.077
H -1.673 1.180 2.346 0.071
H -1.835 2.330 -0.077 0.104
H -0.149 0.621 -2.707 0.083
H -1.370 1.772 -2.270 0.069
H -1.982 0.246 -2.404 0.088
H 0.714 -0.466 0.013 0.091
O 0.979 -3.051 0.991 -0.040
H 0.348 -2.405 0.647 0.009
H 0.451 -3.703 1.429 0.031
O 3.230 -1.411 0.006 -0.050
H 3.925 -1.442 -0.652 0.035
H 2.459 -1.872 -0.321 -0.002
```

Its HOMO-LUMO gap is 9.783 eV. The calculation puts the HOMO energy at -9.082 eV. Its SMILES is C/C=C(/C)O.O.O. For the total energy, the calculation gives -385.27803 hartree. The calculation puts the energy relative to the best compared isomer or geometry (same formula, charge and spin) at 1.190 eV.


No. 7
Density functional theory data (wB97M-V/def2-TZVPD) for a 3-piece molecular cluster, C4H12O3S overall.

The geometry in XYZ format:
```
20
Properties=species:S:1:pos:R:3:lowdin_charge:R:1
O 2.002 2.101 -1.436 0.055
C 1.951 0.902 -1.411 -0.283
C 1.572 0.105 -0.191 -0.179
C 0.036 0.004 -0.119 -0.260
C -0.509 0.209 1.290 -0.588
S -0.130 1.762 2.126 0.714
H 2.146 0.319 -2.332 0.123
H 2.018 0.545 0.707 0.100
H 2.012 -0.901 -0.253 0.113
H -0.423 0.698 -0.827 0.103
H -0.320 -0.986 -0.431 0.112
H -0.061 -0.557 1.932 0.073
H -1.570 0.001 1.344 0.064
H -0.535 2.603 1.163 -0.146
O -0.246 -6.058 1.392 -0.069
H 0.524 -5.875 0.837 0.034
H -0.737 -6.803 1.022 0.035
O -2.967 4.023 -1.548 -0.063
H -2.501 3.243 -1.866 0.025
H -2.261 4.666 -1.398 0.037
```

Its HOMO-LUMO gap is 9.679 eV. The calculation puts the HOMO energy at -9.182 eV. Its SMILES is O=CCCCS.O.O. For the total energy, the calculation gives -783.48038 hartree. The calculation puts the energy relative to the best compared isomer or geometry (same formula, charge and spin) at 0.160 eV.


No. 8
Density functional theory data (wB97M-V/def2-TZVPD) for a 4-piece molecular cluster, C4H12O4 overall.

The geometry in XYZ format:
```
20
Properties=species:S:1:pos:R:3:lowdin_charge:R:1
C 2.203 3.148 -0.358 0.023
C 1.326 2.207 -0.023 -0.124
C -0.151 2.232 0.031 -0.427
C -0.937 3.256 -0.273 0.059
O -0.691 1.078 0.512 0.015
H 1.947 4.202 -0.445 0.065
H 3.246 2.865 -0.461 0.056
H 1.612 1.251 0.453 0.112
H -2.035 3.148 -0.189 0.070
H -0.805 4.237 -0.666 0.051
H -1.560 0.852 0.176 0.107
O -4.498 -1.121 1.888 -0.060
H -3.992 -1.858 2.249 0.037
H -4.846 -0.542 2.561 0.024
O 3.804 -5.108 -2.409 -0.058
H 4.366 -5.120 -1.629 0.029
H 4.273 -4.545 -3.029 0.029
O -0.689 -2.905 0.448 -0.056
H 0.013 -3.237 1.014 0.032
H -0.545 -1.954 0.426 0.019
```

Its HOMO-LUMO gap is 9.368 eV. The calculation puts the HOMO energy at -8.730 eV. Its SMILES is C=CC(=C)O.O.O.O. For the total energy, the calculation gives -460.48708 hartree. The calculation puts the energy relative to the best compared isomer or geometry (same formula, charge and spin) at 2.600 eV.


No. 9
Density functional theory data (wB97M-V/def2-TZVPD) for a 2-piece molecular cluster, C4H12OS overall.

The geometry in XYZ format:
```
18
Properties=species:S:1:pos:R:3:lowdin_charge:R:1
C -0.069 -0.050 -1.820 -0.176
C 0.449 -0.028 -0.373 -0.585
S 1.941 -1.014 -0.162 0.809
C 2.640 -0.477 1.395 -0.429
H -1.137 -0.213 -1.818 0.038
H 0.347 -0.888 -2.390 0.059
H 0.192 0.847 -2.379 0.076
H 0.447 1.016 -0.101 0.074
H -0.296 -0.512 0.260 0.059
H 2.520 -1.202 2.178 0.021
H 3.660 -0.216 1.233 0.011
H 2.182 0.433 1.793 0.043
C -2.920 1.278 -0.151 -0.159
O -3.303 0.991 1.174 -0.107
H -2.267 0.579 -0.666 0.031
H -3.812 1.390 -0.782 0.084
H -2.428 2.226 -0.106 0.078
H -3.687 0.126 1.306 0.073
```

Its HOMO-LUMO gap is 9.275 eV. The calculation puts the HOMO energy at -8.428 eV. Its SMILES is CCSC.CO. For the total energy, the calculation gives -632.97999 hartree. The calculation puts the energy relative to the best compared isomer or geometry (same formula, charge and spin) at 1.282 eV.


No. 10
Density functional theory data (wB97M-V/def2-TZVPD) for a 2-piece molecular cluster, C4H12OS overall.

The geometry in XYZ format:
```
18
Properties=species:S:1:pos:R:3:lowdin_charge:R:1
C 0.704 -2.287 -1.273 -0.128
C 0.937 -0.846 -1.762 -0.312
C -0.035 0.096 -1.019 -0.516
S 0.782 0.711 0.472 0.799
C -0.243 2.141 0.947 -0.383
H -0.280 -2.681 -1.522 0.071
H 1.472 -2.973 -1.647 0.068
H 0.818 -2.390 -0.190 0.067
H 0.852 -0.834 -2.843 0.101
H 1.933 -0.555 -1.443 0.073
H -0.967 -0.380 -0.724 0.064
H -0.325 0.915 -1.683 0.076
H -0.928 1.787 1.705 0.005
H 0.422 2.924 1.297 0.026
H -0.755 2.473 0.048 0.036
O -2.334 -0.486 1.773 -0.047
H -1.376 -0.443 1.728 -0.015
H -2.530 -0.311 2.671 0.015
```

Its HOMO-LUMO gap is 9.457 eV. The calculation puts the HOMO energy at -8.632 eV. Its SMILES is CCCSC.O. For the total energy, the calculation gives -633.01288 hartree. The calculation puts the energy relative to the best compared isomer or geometry (same formula, charge and spin) at 0.387 eV.


No. 11
Density functional theory data (wB97M-V/def2-TZVPD) for a 2-piece molecular cluster, C4H12OS2 overall.

The geometry in XYZ format:
```
19
Properties=species:S:1:pos:R:3:lowdin_spin:R:1
C 1.615 0.981 -1.053 0.013
C 1.740 0.390 0.349 0.041
S 1.108 1.471 1.672 0.438
S -0.737 0.324 2.136 0.383
C -1.970 0.976 0.977 0.038
C -3.116 -0.013 0.538 0.033
H 2.145 0.263 -1.688 0.000
H 0.560 1.052 -1.297 0.001
H 2.172 1.915 -0.972 0.009
H 1.437 -0.649 0.528 0.004
H 2.814 0.434 0.594 0.012
H -1.462 1.265 0.046 0.004
H -2.433 1.843 1.432 0.001
H -2.968 -0.992 0.980 0.011
H -4.035 0.452 0.912 0.003
H -3.230 -0.063 -0.545 0.005
H 2.426 -3.919 -1.380 0.000
H 1.569 -2.672 -1.426 0.001
O 2.365 -3.059 -1.803 0.001
```

Its HOMO-LUMO gap (alpha / beta) is 3.183 / 6.720 eV. The calculation puts the HOMO energy (alpha / beta) at -0.016 / -3.562 eV. Its charge is -1. As for the multiplicity: 2. As for the expectation value of S²: 0.75. For the total energy, the calculation gives -1031.18141 hartree. The calculation puts the energy relative to the best compared isomer or geometry (same formula, charge and spin) at 0.430 eV.


No. 12
Density functional theory data (wB97M-V/def2-TZVPD) for a 2-piece molecular cluster, C4H12OS2 overall.

The geometry in XYZ format:
```
19
Properties=species:S:1:pos:R:3:lowdin_charge:R:1
C 2.271 -0.211 -0.507 -0.141
C 1.157 0.323 -1.409 -0.339
C 0.622 1.789 -1.121 -0.504
S 0.419 2.357 0.691 0.442
S -0.664 0.758 1.392 0.381
C -2.486 1.432 1.257 -0.382
H 2.798 -1.232 -0.573 0.101
H 1.851 -0.319 0.483 0.025
H 3.029 0.526 -0.691 0.060
H 0.312 -0.341 -1.338 0.078
H 1.679 0.503 -2.317 0.083
H -0.017 2.052 -1.966 0.067
H 1.642 2.370 -1.310 0.084
H -2.402 2.247 0.546 -0.004
H -2.876 1.910 2.211 0.049
H -3.125 0.658 0.901 0.000
O -1.300 -5.092 1.554 -0.058
H -0.859 -4.349 1.241 -0.017
H -2.051 -5.382 0.957 0.075
```

Its HOMO-LUMO gap is 9.472 eV. The calculation puts the HOMO energy at -9.018 eV. Its SMILES is CCCSSC.O. For the total energy, the calculation gives -1031.14955 hartree. The calculation puts the energy relative to the best compared isomer or geometry (same formula, charge and spin) at 1.858 eV.